# 1
This record from the Open Molecules 2025 dataset describes a cluster of 10 separate species, C40H110N10O10 in total at a distorted geometry. The level of theory is ωB97M-V/def2-TZVPD.

Last column: Löwdin charge in e.
Atoms and positions in Å:
C -12.774 3.043 6.254  -0.08
O -11.737 2.621 7.160  -0.21
C -10.438 2.973 6.776  -0.22
C -9.537 2.607 7.964  -0.45
C -8.172 3.209 7.878  -0.07
N -9.334 1.198 8.023  0.04
H -13.737 2.810 6.710  0.09
H -12.626 2.418 5.373  0.08
H -12.641 4.090 5.983  0.08
H -10.157 2.451 5.862  0.10
H -10.416 4.061 6.712  0.12
H -10.016 2.975 8.871  0.14
H -7.563 3.040 8.767  0.08
H -8.252 4.290 7.770  0.06
H -7.695 2.932 6.938  0.06
H -8.957 0.877 7.142  0.03
H -10.203 0.690 8.103  0.07
C 2.008 -3.776 1.848  -0.12
O 1.085 -3.977 2.891  -0.20
C -0.114 -4.628 2.468  -0.18
C -1.337 -4.415 3.405  -0.39
C -2.590 -5.028 2.761  -0.07
N -1.594 -2.943 3.586  0.06
H 2.825 -3.218 2.306  0.09
H 1.581 -3.192 1.033  0.08
H 2.409 -4.686 1.401  0.08
H -0.439 -4.120 1.561  0.11
H 0.088 -5.695 2.371  0.13
H -1.331 -4.845 4.407  0.12
H -2.730 -4.568 1.783  0.07
H -3.478 -4.752 3.330  0.07
H -2.608 -6.097 2.546  0.07
H -2.148 -2.745 4.407  0.03
H -0.698 -2.534 3.808  0.06
C -7.658 -1.067 -2.994  -0.11
O -7.411 -0.516 -1.734  -0.21
C -6.449 -1.264 -1.016  -0.20
C -6.555 -0.675 0.419  -0.36
C -6.093 0.842 0.383  -0.04
N -5.721 -1.407 1.392  0.04
H -7.963 -2.110 -2.909  0.08
H -6.711 -0.951 -3.522  0.09
H -8.500 -0.516 -3.413  0.09
H -6.610 -2.332 -1.157  0.12
H -5.451 -1.053 -1.401  0.11
H -7.579 -0.720 0.789  0.12
H -5.058 1.007 0.085  0.06
H -5.981 1.173 1.416  0.04
H -6.860 1.459 -0.084  0.07
H -4.750 -1.202 1.207  0.01
H -5.693 -1.040 2.333  0.03
C -0.164 0.746 4.355  -0.13
O -1.501 0.986 4.182  -0.22
C -2.278 1.273 5.377  -0.13
C -3.582 1.966 5.046  -0.43
C -4.263 2.586 6.258  -0.02
N -4.503 1.017 4.506  0.06
H 0.228 -0.048 3.721  0.09
H 0.077 0.267 5.304  0.07
H 0.451 1.636 4.222  0.09
H -2.428 0.381 5.985  0.12
H -1.771 1.982 6.032  0.12
H -3.417 2.695 4.253  0.14
H -4.316 1.873 7.081  0.09
H -5.250 2.888 5.906  0.06
H -3.789 3.531 6.524  0.07
H -5.305 1.600 4.315  0.03
H -4.240 0.639 3.607  0.05
C 0.258 1.778 0.248  -0.08
O -1.143 2.073 0.076  -0.20
C -1.997 1.514 1.049  -0.15
C -1.962 -0.106 1.217  -0.42
C -2.240 -0.897 -0.046  -0.04
N -2.928 -0.438 2.181  0.03
H 0.535 0.802 -0.148  0.08
H 0.435 1.857 1.321  0.07
H 0.881 2.578 -0.153  0.08
H -1.749 2.013 1.986  0.10
H -3.008 1.790 0.750  0.11
H -0.957 -0.323 1.579  0.11
H -1.861 -0.426 -0.953  0.08
H -3.289 -0.980 -0.330  0.05
H -1.821 -1.902 0.007  0.07
H -2.810 -1.407 2.441  0.06
H -2.588 0.124 2.948  0.03
C -5.246 -5.620 6.732  -0.11
O -5.257 -4.196 6.745  -0.18
C -3.950 -3.628 6.948  -0.19
C -3.943 -2.098 6.630  -0.37
C -5.131 -1.350 7.317  -0.06
N -4.192 -1.908 5.187  0.04
H -6.307 -5.862 6.687  0.08
H -4.955 -6.029 7.699  0.08
H -4.799 -6.171 5.904  0.08
H -3.578 -3.699 7.970  0.12
H -3.186 -4.079 6.315  0.10
H -2.978 -1.694 6.937  0.12
H -4.986 -1.306 8.396  0.07
H -6.103 -1.833 7.223  0.08
H -5.258 -0.304 7.040  0.05
H -4.995 -2.420 4.850  0.08
H -4.395 -0.921 5.125  0.00
C -6.457 4.125 3.415  -0.12
O -6.674 2.847 3.900  -0.24
C -7.998 2.395 3.503  -0.14
C -8.090 0.884 3.864  -0.43
C -9.464 0.345 3.647  -0.06
N -7.751 0.682 5.267  0.07
H -6.988 4.914 3.948  0.10
H -6.569 4.192 2.333  0.10
H -5.401 4.352 3.562  0.08
H -8.725 3.097 3.911  0.12
H -8.180 2.345 2.430  0.12
H -7.382 0.330 3.246  0.11
H -9.704 0.224 2.591  0.08
H -10.235 0.998 4.055  0.07
H -9.540 -0.663 4.056  0.09
H -6.927 1.237 5.447  0.04
H -7.411 -0.269 5.269  0.08
C -4.626 6.562 6.261  -0.11
O -5.791 6.151 6.951  -0.22
C -6.130 6.992 8.123  -0.14
C -5.249 6.755 9.351  -0.47
C -5.175 5.351 9.843  -0.05
N -5.650 7.676 10.427  0.04
H -4.628 7.637 6.080  0.09
H -4.635 6.017 5.317  0.07
H -3.787 6.178 6.842  0.06
H -6.203 8.046 7.857  0.12
H -7.109 6.551 8.314  0.12
H -4.236 7.128 9.207  0.12
H -4.792 4.707 9.052  0.08
H -6.183 5.081 10.157  0.08
H -4.548 5.316 10.734  0.07
H -6.455 7.284 10.895  0.07
H -4.938 7.682 11.144  0.07
C -0.866 4.969 8.283  -0.11
O -0.884 5.022 9.680  -0.17
C -1.166 6.272 10.271  -0.20
C -0.760 6.273 11.751  -0.47
C -1.401 5.099 12.545  -0.03
N -0.935 7.503 12.405  0.03
H -1.884 4.991 7.894  0.06
H -0.343 4.101 7.881  0.08
H -0.416 5.829 7.788  0.09
H -0.593 7.036 9.746  0.12
H -2.198 6.606 10.159  0.11
H 0.312 6.106 11.651  0.13
H -1.440 5.344 13.607  0.07
H -0.806 4.195 12.417  0.08
H -2.428 4.998 12.196  0.06
H -0.324 7.428 13.206  0.08
H -0.362 8.199 11.948  0.08
C 2.460 -2.535 7.351  -0.07
O 2.033 -1.188 7.019  -0.18
C 2.517 -0.245 7.908  -0.25
C 2.417 1.179 7.331  -0.46
C 3.524 1.577 6.318  -0.03
N 2.306 2.045 8.437  0.03
H 1.818 -3.244 6.829  0.08
H 2.491 -2.793 8.409  0.08
H 3.494 -2.608 7.013  0.08
H 1.975 -0.267 8.853  0.12
H 3.556 -0.322 8.230  0.13
H 1.459 1.261 6.818  0.11
H 3.219 1.253 5.323  0.07
H 4.546 1.306 6.580  0.08
H 3.576 2.663 6.240  0.07
H 1.403 1.920 8.872  0.08
H 2.326 2.965 8.019  0.07

## Properties
E_HOMO   -8.42 eV
2S+1   1
Energy above the lowest of the compared OMol25 structures with the same formula, charge and spin   3.7846 eV
F_max   0.064 hartree/bohr
Kohn-Sham gap   0.32571 Eh

# 2
This record from the Open Molecules 2025 dataset describes a cluster of 2 separate species, C11H11NOS2 in total at a distorted geometry. The level of theory is ωB97M-V/def2-TZVPD.

Last column: Löwdin charge in e.
Atoms and positions in Å:
C -0.384 1.792 1.931  -0.35
C 4.049 -0.033 -0.623  -0.07
C 3.915 1.259 -0.085  -0.07
C 3.021 -0.981 -0.575  -0.06
C 2.695 1.589 0.461  -0.02
C 1.784 -0.693 0.047  0.00
C 1.569 0.661 0.505  -0.23
C 0.442 1.078 1.211  0.00
C -1.581 -0.284 0.439  -0.67
C -4.211 -0.803 1.428  -0.32
C -1.344 0.428 -2.131  -0.20
N -1.180 2.373 2.590  0.16
O -3.614 0.736 -0.914  -0.59
S -2.399 -1.206 1.490  0.90
S -2.160 1.081 -0.606  0.86
H 5.038 -0.313 -0.805  0.08
H 4.721 1.904 -0.050  0.08
H 3.278 -1.871 -1.043  0.08
H 2.474 2.637 0.764  0.13
H 0.965 -1.351 -0.105  0.08
H -4.735 -1.204 2.296  0.04
H -4.477 -1.299 0.445  0.06
H -4.265 0.244 1.363  0.00
H -1.743 -0.596 -2.387  0.10
H -0.385 0.434 -1.836  -0.03
H -1.437 1.181 -2.835  0.02

## Properties
E_HOMO (alpha / beta)   -7.79 / -7.76 eV
2S+1   1
Energy above the lowest of the compared OMol25 structures with the same formula, charge and spin   8.6693 eV
F_max   0.077 hartree/bohr
Kohn-Sham gap (alpha / beta)   0.23630 / 0.22026 Eh